44
Properties=species:S:1:pos:R:3:forces:R:3 method="wB97M-V/def2-TZVPD" multiplicity=3 homo_ha="-0.58663 / -0.61006" homo_lumo_gap_ev="6.88 / 7.63" charge=+2
W 0.75414 -0.19064 -0.72166 2.156 1.208 1.934
I 3.29329 -0.20919 -0.86549 -0.387 -0.063 -0.053
F 1.36345 -1.82193 4.05343 -0.725 0.255 0.417
F 2.08115 0.51444 3.50092 -1.094 0.544 0.664
F -0.78569 -2.16855 4.00695 0.668 0.489 0.504
F 1.70194 1.00228 5.61265 -0.778 -0.207 -1.377
F -2.33583 -0.18007 3.70969 1.026 0.695 0.734
F 0.78065 2.21414 4.02477 0.547 -1.199 0.155
F -1.58476 1.79850 4.32792 -0.230 -1.151 0.187
F -1.92714 0.22312 5.81905 0.783 0.135 -1.326
F 0.22509 -1.80878 5.93048 -0.137 0.891 -1.737
O -0.73594 1.09389 1.85058 1.667 -0.215 -1.081
N -0.20472 -1.36727 -2.08635 -1.669 -0.112 -0.780
N 0.08292 1.25419 -2.08450 -1.547 0.643 -1.027
C 0.18382 -1.43085 4.60939 0.424 -2.279 0.572
C -0.20297 0.69220 -3.31594 1.247 2.246 0.459
C -0.06230 0.02229 4.38600 0.058 -0.720 0.415
C -0.57161 -3.49011 -3.09558 -0.271 -0.090 0.243
C -0.47866 -2.70718 -1.95712 0.489 0.717 -0.859
C -0.59046 -2.89723 -4.35780 0.178 -0.189 0.339
C -0.52203 -1.51917 -4.45097 -0.036 1.028 0.145
C 0.07171 2.84934 -4.36365 0.055 0.228 0.406
C -0.37330 -0.73909 -3.30947 0.693 -2.415 0.142
C 0.17642 2.61421 -1.97314 0.022 -0.855 -0.700
C -0.13670 1.48162 -4.46352 -0.167 -0.897 0.142
C 1.10930 0.92978 4.38737 1.748 1.348 0.464
C 0.14049 1.31945 0.72148 -1.058 0.116 0.281
C 0.37126 -1.54006 0.76979 -0.938 -0.252 0.389
C -1.46976 0.45742 4.54879 -2.389 0.991 0.647
C 0.17814 3.41829 -3.09360 0.003 0.094 -0.018
H -0.64515 -1.35752 1.14991 0.022 -0.163 0.128
H -0.59662 -3.10032 -0.95201 0.320 0.035 -0.322
H 1.13698 1.65482 1.06930 0.171 -0.304 -0.104
H 0.15467 3.47114 -5.24939 -0.073 -0.123 0.065
H -0.20337 0.96688 -5.41841 -0.136 0.469 0.053
H 0.29011 4.48367 -2.91898 -0.036 -0.096 -0.322
H -0.65694 -3.50001 -5.25716 0.020 0.013 0.114
H 1.04398 -1.27104 1.58627 0.112 0.094 0.203
H -0.36521 1.74590 2.46486 -0.677 -0.023 0.371
H 0.25006 3.07002 -0.98959 0.251 -0.267 -0.410
H 0.50066 -2.60328 0.54214 0.086 0.182 0.032
H -0.30557 2.18767 0.22660 0.085 -0.472 0.027
H -0.51514 -0.99854 -5.40104 -0.248 -0.367 -0.042
H -0.62038 -4.56441 -2.97295 -0.234 0.036 -0.075


39
Properties=species:S:1:pos:R:3:forces:R:3 method="wB97M-V/def2-TZVPD" multiplicity=1 homo_ha=-0.29676 homo_lumo_gap_ev=8.39 smiles="N#CN1CC[C@](F)(C(=O)Nc2cn3cc(-c4cc[nH]n4)ccc3n2)C1" e_above_lowest_kj_mol=201.3
F 3.70618 0.18915 0.06186 0.639 -1.172 -1.463
O 0.85716 1.87355 0.96926 -0.768 0.361 -0.581
N 3.62801 2.81949 5.16915 -0.164 -0.819 -4.404
N -7.58476 -1.53968 0.29367 -1.753 -1.325 -0.612
N 1.09896 0.40757 -0.81324 1.249 1.672 1.403
N -2.35256 -0.41221 -1.13106 -1.185 -2.027 0.015
N -6.28555 -1.28015 0.28284 -0.749 1.412 1.435
N -0.38708 -0.95109 -2.11150 -1.085 -0.849 0.225
N 3.86291 2.33468 2.68944 -0.759 -2.128 0.493
C 3.84130 2.58471 0.40569 2.656 -3.054 -0.645
C -8.04305 -2.23485 -0.84835 -0.871 1.456 3.640
C -5.88354 -1.63482 -0.87680 -0.766 -1.694 -2.618
C -1.72383 -1.25069 -2.03793 0.695 0.334 -0.439
C 3.65298 2.60152 3.99282 0.567 0.953 3.651
C 3.21100 1.09233 2.16176 -2.213 -1.733 1.743
C 3.82421 3.33040 1.66521 1.118 2.753 0.784
C -4.53995 -1.41246 -1.37796 2.371 -2.224 -1.445
C -2.54699 -2.25483 -2.69091 -0.491 0.507 -1.781
C -6.98065 -2.30273 -1.58823 3.756 0.510 -1.593
C -1.39994 0.31502 -0.55632 3.662 0.934 0.128
C -3.68596 -0.59977 -0.72221 0.911 0.991 -0.929
C 1.55927 1.24565 0.20833 -0.805 -1.109 0.271
C 3.04158 1.22199 0.60046 1.216 1.812 2.150
C -0.16108 -0.01631 -1.14074 -4.013 -0.647 -0.280
C -3.92940 -2.31848 -2.47365 0.435 0.844 1.869
H 4.77760 4.03031 1.76516 -2.248 -1.151 -0.225
H -4.59910 -3.11307 -2.89601 0.980 1.024 0.160
H 4.96693 2.26992 0.28927 -2.148 0.182 -0.336
H -9.03774 -2.62554 -0.92669 -0.175 0.128 -0.006
H 2.88166 3.86122 1.69972 -0.085 0.782 0.343
H -8.15499 -1.32927 1.07568 -0.055 0.167 0.748
H 3.71720 0.14967 2.53225 0.237 1.169 -1.074
H -1.39056 0.96316 0.26028 -1.103 0.918 1.112
H -3.95412 0.08218 0.05241 -0.434 0.087 0.506
H -2.02974 -2.77313 -3.57479 -0.967 0.372 1.732
H -6.88515 -2.74659 -2.52750 0.041 -0.546 -1.273
H 2.17387 0.88328 2.63130 1.421 1.046 -0.658
H 1.79894 0.00427 -1.36208 1.246 -0.834 -0.870
H 3.52894 3.12264 -0.43634 -0.362 0.896 -1.176


37
Properties=species:S:1:pos:R:3:forces:R:3 method="wB97M-V/def2-TZVPD" multiplicity=1 homo_ha=-0.04553 homo_lumo_gap_ev=6.03 charge=-2
I -0.77199 -1.18146 6.72401 0.004 -0.038 0.235
I -0.32310 -0.52931 2.89162 -0.011 -0.135 -0.229
Pd -0.00702 -0.11740 0.31819 -0.212 0.425 0.237
O 0.30484 1.06182 -1.38435 0.002 0.015 -0.245
O -2.02507 -0.14956 0.04174 0.118 -0.075 -0.039
N 1.94886 -0.74380 -0.03876 -0.071 -0.106 0.106
N -0.14512 -2.57361 -0.24922 0.013 -0.065 0.107
C 2.10304 0.37116 0.65040 0.339 -0.190 -0.091
C -3.72655 -1.82704 -3.35584 0.048 -0.003 0.040
C -2.49728 -0.75476 -1.00297 -0.015 0.078 0.018
C -2.48968 -2.26480 -2.92620 -0.050 0.000 -0.009
C 1.32094 1.84221 -1.18500 0.054 0.035 0.027
C 2.57620 3.86140 -1.70891 0.027 0.051 -0.015
C 2.10039 -2.03789 0.61414 0.081 0.037 -0.037
C 3.42345 3.67496 -0.61767 -0.031 -0.032 -0.030
C -3.77623 -0.33430 -1.46207 -0.001 -0.020 -0.009
C 1.55271 2.97770 -1.99405 -0.021 -0.054 -0.008
C 3.23186 2.55018 0.17605 0.023 0.018 0.011
C 1.19229 -3.08585 -0.05546 -0.009 -0.051 -0.041
C 2.23625 1.63232 -0.11008 -0.184 -0.054 -0.013
C -1.87538 -1.79738 -1.76048 0.100 -0.122 -0.005
C -4.37041 -0.85390 -2.58628 -0.041 0.024 -0.011
C -0.59041 -2.43471 -1.42568 -0.085 0.101 -0.028
H -5.34651 -0.48512 -2.88593 0.001 -0.006 -0.002
H 3.87620 2.37099 1.03172 0.002 -0.005 -0.001
H -1.96350 -3.02453 -3.49824 -0.001 0.004 -0.007
H 1.13561 -3.94473 0.61893 0.040 -0.029 -0.034
H 0.87363 3.15165 -2.82013 0.016 0.001 -0.012
H 1.64226 -3.41635 -1.00625 -0.007 0.049 -0.018
H 1.91420 -1.98688 1.68962 -0.064 0.008 -0.014
H -0.01500 -2.80479 -2.29226 0.029 0.017 0.013
H 4.20972 4.38479 -0.39538 -0.003 0.008 0.009
H 3.13847 -2.34941 0.44747 0.006 -0.012 0.057
H -4.17833 -2.22371 -4.25606 -0.002 0.001 -0.004
H -4.26158 0.43741 -0.87790 0.003 0.008 -0.005
H 2.41012 0.32808 1.69757 -0.100 0.110 0.034
H 2.70786 4.73170 -2.34479 0.004 0.007 0.012


38
Properties=species:S:1:pos:R:3:forces:R:3 method="wB97M-V/def2-TZVPD" multiplicity=1 homo_ha="-0.58284 / -0.58284" homo_lumo_gap_ev="7.27 / 7.27" e_above_lowest_kj_mol=0.0 charge=+2
Ir 0.76249 0.21764 0.09023 -0.300 -0.683 0.530
S 1.57799 2.16397 -1.51592 0.853 0.030 0.605
O 1.50235 3.46960 -0.97153 -0.285 0.087 -0.227
O 0.24947 1.36365 -1.48191 -0.047 -0.078 0.174
O 2.41097 1.20148 -0.69448 0.181 0.135 -0.033
N 0.97069 -1.52270 -1.01326 0.202 0.434 -0.356
N -0.86889 -0.72508 0.67422 0.234 0.461 -0.164
N 0.09544 1.53595 1.54803 0.131 0.309 -0.377
C 1.98571 -3.03926 -2.53574 0.137 0.083 0.006
C -0.19129 -3.48951 -1.64126 0.004 -0.399 -0.205
C -1.64365 -0.13741 1.59408 0.075 0.371 0.189
C 0.12206 3.47747 2.91998 0.060 0.017 0.014
C 0.87388 -3.84999 -2.47041 -0.270 -0.093 0.080
C 1.99634 -1.86642 -1.79823 -0.121 0.031 0.055
C -3.14031 -1.97329 1.38839 0.049 -0.133 -0.126
C -0.11229 -2.33438 -0.91214 -0.398 0.351 0.535
C -2.31323 -2.54287 0.41986 -0.317 -0.168 0.105
C -2.81105 -0.76507 1.98392 -0.066 0.069 0.085
C -1.09943 1.16359 2.09029 0.055 -0.330 -0.211
C 0.69089 2.66306 1.95347 -0.114 -0.136 -0.015
C -1.09363 3.11850 3.46062 -0.126 -0.049 0.039
C 2.27685 2.18683 -3.11342 -0.452 0.007 -0.376
C -1.71292 1.94203 3.03767 -0.098 0.078 0.156
C -1.15856 -1.88321 0.07375 0.472 -0.374 -0.520
H -2.57421 -3.48251 -0.04569 -0.037 0.012 0.048
H 3.35714 2.18320 -2.96799 -0.021 0.027 0.047
H -3.45593 -0.32752 2.73220 -0.001 -0.013 -0.014
H 1.62913 2.91397 1.48129 0.014 -0.017 -0.012
H -4.05062 -2.48032 1.68085 0.017 -0.001 -0.027
H 1.95613 3.10397 -3.60661 0.024 -0.051 -0.008
H 2.83769 -3.29851 -3.14844 -0.014 0.031 0.002
H 0.82727 -4.76290 -3.04982 -0.028 0.012 0.030
H 2.82860 -1.17627 -1.82422 0.011 0.012 0.017
H 1.94130 1.30880 -3.66264 0.103 0.000 -0.002
H 0.63362 4.37816 3.22784 0.003 -0.008 -0.018
H -1.06801 -4.11795 -1.56655 0.055 -0.032 -0.030
H -1.56658 3.73868 4.21059 -0.005 -0.012 -0.017
H -2.66542 1.64462 3.45299 0.020 0.019 0.025


39
Properties=species:S:1:pos:R:3:forces:R:3 method="wB97M-V/def2-TZVPD" multiplicity=1 homo_ha="-0.38647 / -0.38647" homo_lumo_gap_ev="5.93 / 5.93" e_above_lowest_kj_mol=0.0 charge=+1
Ir -0.75949 -2.25285 0.14038 -0.364 0.270 0.661
S 1.39101 -3.12289 4.37053 -0.002 0.010 -0.043
S 1.31094 -2.84126 0.12291 0.353 -0.218 -0.075
S 4.22253 -3.56038 5.12348 -0.072 0.037 -0.084
S -0.90301 0.46720 -1.23613 0.059 0.148 -0.059
S 3.44461 -3.22678 2.27924 -0.024 0.019 -0.042
S -0.79845 -2.82871 2.27968 -0.082 -0.079 -0.258
O -1.25526 -0.23450 0.11594 0.123 0.128 -0.287
O -2.90967 -2.14063 -0.15203 -0.123 -0.376 0.054
C 2.83945 0.00298 -2.56763 0.016 -0.004 -0.002
C -1.28251 2.16770 -0.90142 0.049 -0.110 0.093
C -1.48912 2.99064 -1.99757 0.000 0.023 -0.027
C -1.80862 4.82265 -0.47638 -0.003 -0.001 0.015
C -1.61765 3.97595 0.60897 -0.005 0.003 -0.022
C 3.09326 -3.32063 3.98930 0.059 -0.053 0.107
C -1.74573 4.33461 -1.77406 -0.007 0.012 -0.015
C 2.99392 0.62015 -0.23694 -0.015 -0.001 0.006
C -1.34875 2.63221 0.40402 -0.007 -0.008 0.015
C 1.79595 -2.99663 1.75743 0.110 0.045 -0.121
C 0.86825 0.44285 -1.29725 -0.104 0.052 0.063
C 3.60106 0.26693 -1.44011 -0.007 -0.004 -0.013
C 0.84696 -2.96077 2.72581 -0.070 0.009 0.061
C 1.61728 0.71515 -0.15854 0.019 0.006 0.020
C 1.45407 0.08139 -2.50020 0.021 -0.031 -0.018
C -3.75054 -3.29688 0.10478 0.025 0.082 -0.038
H 0.84570 -0.14102 -3.36865 -0.009 0.007 0.012
H 3.59823 0.82198 0.63709 0.003 -0.006 0.002
H -1.45251 2.59615 -3.00595 0.004 -0.005 0.011
H 4.67911 0.19387 -1.49289 0.000 0.008 -0.002
H -3.60632 -3.64603 1.12513 -0.023 -0.003 0.010
H -1.90731 4.99685 -2.61349 0.000 -0.005 0.005
H -1.68106 4.36270 1.61689 0.002 -0.003 -0.001
H -3.26845 -1.35760 0.28570 0.051 0.049 -0.032
H -3.44405 -4.06256 -0.59936 0.012 -0.014 0.010
H -1.21297 1.95395 1.23570 0.005 0.010 -0.005
H -4.78850 -3.02575 -0.07187 -0.004 -0.006 0.003
H 1.12815 0.97206 0.77254 0.006 0.016 -0.004
H 3.31797 -0.27239 -3.49740 0.000 -0.004 0.007
H -2.01843 5.87029 -0.30765 0.004 -0.003 -0.002


41
Properties=species:S:1:pos:R:3:forces:R:3 method="wB97M-V/def2-TZVPD" multiplicity=1 homo_ha=-0.15562 homo_lumo_gap_ev=5.07 e_above_lowest_kj_mol=90.5 charge=-1
Sb -0.47010 -7.98169 -0.29259 0.015 0.018 -0.011
Zr -0.05718 -2.10795 -0.68604 0.153 -0.102 0.458
Se -2.78128 -7.48514 -0.58802 0.075 -0.034 0.003
Se 0.91752 -8.26279 -2.20732 -0.081 0.006 0.120
Se -0.06262 -4.38359 -0.12396 0.083 0.062 -0.124
Se 0.40156 -8.30367 1.89673 -0.046 -0.018 -0.130
S 4.20443 0.66236 -0.77592 0.044 0.036 0.164
S 2.39226 -1.70611 -0.31644 0.092 0.081 -0.113
O -1.22967 -1.12535 0.62721 -0.078 0.063 0.003
N 0.41061 0.13120 -1.30837 -0.024 0.146 -0.255
N 1.67455 0.70449 -1.39340 -0.032 0.100 0.055
C -0.39840 2.43095 -1.54612 -0.008 0.017 0.145
C -2.98919 0.91360 -1.87134 0.009 0.003 0.033
C -4.52183 -0.56878 -0.78515 0.013 -0.003 0.013
C 0.68905 1.65317 2.41314 -0.003 -0.014 0.017
C 2.58353 -0.06413 -0.91981 -0.022 -0.235 0.178
C 2.79101 2.99512 1.20101 0.007 -0.004 0.007
C -1.92453 0.40255 -1.11297 0.042 0.078 -0.060
C -0.57339 0.96230 -1.31462 -0.014 -0.106 -0.189
C -2.18597 -0.59460 -0.14383 -0.136 -0.034 -0.023
C -3.50305 -1.06996 -0.00820 -0.013 0.005 0.029
C 2.91729 1.63665 1.48274 0.043 -0.044 0.009
C -4.26985 0.43334 -1.72487 -0.004 -0.001 0.002
C 1.63249 3.67787 1.53166 0.001 -0.003 0.005
C 0.57396 3.00561 2.13385 -0.012 0.012 0.003
C 1.86036 0.97500 2.09779 0.001 0.022 -0.057
C 4.14270 0.87492 1.05781 -0.162 -0.027 -0.216
H 1.94154 -0.08373 2.30859 0.011 -0.027 0.000
H -0.22933 2.61485 -2.60973 0.023 -0.005 0.000
H 1.54913 4.73528 1.31285 0.000 0.003 -0.001
H -5.07194 0.82509 -2.33542 0.003 -0.003 -0.004
H 5.05814 1.40910 1.30937 0.035 0.001 -0.064
H -1.28068 2.97762 -1.22253 0.000 0.006 -0.015
H -5.52317 -0.96208 -0.66781 -0.002 0.001 -0.001
H -0.33556 3.53730 2.38463 0.001 -0.001 -0.005
H 3.60170 3.51133 0.69966 0.001 -0.001 0.003
H -3.67592 -1.84787 0.72374 0.004 -0.003 -0.001
H 4.17397 -0.11307 1.51188 0.007 -0.006 0.039
H 0.48076 2.78637 -1.01316 -0.009 0.005 -0.006
H -0.12990 1.11452 2.87289 -0.004 0.011 -0.008
H -2.78298 1.68993 -2.59797 -0.014 -0.002 -0.004